[1]
{"formula": "C27H52BCl2N6O35", "method": "wB97M-V/def2-TZVPD", "symbols": ["O", "C", "O", "B", "O", "C", "O", "O", "C", "O", "C", "O", "O", "Cl", "C", "C", "Cl", "H", "H", "H", "H", "C", "N", "O", "O", "H", "H", "H", "C", "N", "O", "O", "H", "H", "H", "C", "N", "O", "O", "H", "H", "H", "C", "N", "O", "O", "H", "H", "H", "C", "N", "O", "O", "H", "H", "H", "C", "N", "O", "O", "H", "H", "H", "C", "O", "C", "O", "O", "C", "H", "H", "H", "H", "H", "H", "C", "O", "C", "O", "O", "C", "H", "H", "H", "H", "H", "H", "C", "O", "C", "O", "O", "C", "H", "H", "H", "H", "H", "H", "C", "O", "C", "O", "O", "C", "H", "H", "H", "H", "H", "H", "C", "O", "C", "O", "O", "C", "H", "H", "H", "H", "H", "H"], "positions_angstrom": [[2.2319, -3.6673, -1.0417], [1.6253, -2.6365, -0.8146], [2.0992, -1.4256, -0.5679], [0.9951, -0.3916, -0.5582], [-0.1795, -1.2334, -0.7449], [0.1420, -2.4872, -1.0903], [-0.6243, -3.3923, -1.3916], [1.0870, 0.5680, -1.6143], [1.3870, 1.7393, -1.0749], [1.5060, 2.8289, -1.6543], [1.1379, 1.6141, 0.4501], [0.9094, 0.3525, 0.7195], [1.1153, 2.5312, 1.3029], [1.0427, -3.3199, 4.4317], [1.4879, -2.5026, 2.9785], [2.4561, -1.2830, 3.2745], [1.4964, 0.0424, 3.9867], [0.6080, -2.2783, 2.3755], [2.0230, -3.2241, 2.3610], [2.7779, -0.8557, 2.3248], [3.2924, -1.5944, 3.9003], [4.7218, 0.1340, -2.3215], [4.7041, 0.3186, -0.8818], [4.9920, -0.6595, -0.1530], [4.5496, 1.4374, -0.4921], [5.7631, 0.0843, -2.6398], [4.1789, 0.9726, -2.7574], [4.1813, -0.7836, -2.5542], [-2.2578, -5.2276, -3.6693], [-3.1706, -4.3176, -2.8930], [-3.7247, -3.3895, -3.5054], [-3.4918, -4.6147, -1.7664], [-1.3658, -4.6069, -3.7539], [-2.9431, -5.4404, -4.4897], [-2.1349, -6.1368, -3.0807], [4.8805, 4.4100, -2.4573], [4.8100, 5.7220, -1.7399], [4.7623, 5.7741, -0.5229], [4.8888, 6.7367, -2.4041], [3.8498, 4.0574, -2.4208], [5.5435, 3.8119, -1.8320], [5.2926, 4.6578, -3.4355], [4.1228, -4.3342, -3.6096], [5.5374, -4.1535, -3.2985], [6.1595, -5.1667, -2.9992], [6.0600, -3.0596, -3.4106], [3.7294, -3.4075, -4.0276], [3.5977, -4.6542, -2.7096], [3.9885, -5.0888, -4.3846], [-0.4686, 2.8422, -5.0346], [0.2493, 3.2917, -6.2915], [-0.4463, 3.7135, -7.2066], [1.4849, 3.3341, -6.3545], [0.2785, 2.5468, -4.2980], [-1.1403, 2.0078, -5.2365], [-0.9514, 3.6750, -4.5232], [0.8296, -6.4948, -1.9148], [0.5035, -7.9266, -1.5923], [0.3385, -8.2208, -0.4984], [0.5402, -8.7585, -2.5109], [1.0604, -5.9671, -0.9894], [-0.1131, -6.1270, -2.3200], [1.6864, -6.5500, -2.5863], [-3.2866, 0.5821, -2.4771], [-2.6723, 1.3870, -1.4695], [-2.4310, 2.6890, -1.5495], [-2.6793, 3.3799, -2.5296], [-2.0704, 3.0651, -0.3322], [-1.7857, 4.4738, -0.0415], [-3.3776, -0.4718, -2.2143], [-2.6372, 0.5508, -3.3520], [-4.2031, 1.1050, -2.7504], [-0.7097, 4.5333, 0.1217], [-2.2993, 4.7101, 0.8905], [-2.1526, 5.1453, -0.8177], [-0.7832, 3.2758, 3.7264], [-2.1656, 3.5553, 3.8406], [-3.0534, 2.8458, 4.6395], [-2.6403, 1.8947, 5.3336], [-4.3564, 3.3422, 4.4801], [-5.3870, 2.6778, 5.1882], [-0.6351, 2.4648, 3.0133], [-0.3727, 2.7903, 4.6118], [-0.1394, 4.0330, 3.2789], [-6.3905, 2.9154, 4.8351], [-5.2586, 2.8686, 6.2537], [-5.3336, 1.5901, 5.1416], [-2.5621, 0.1233, 1.3244], [-3.6548, 0.2279, 2.1132], [-4.1989, -0.8673, 2.6757], [-3.8444, -2.0540, 2.6243], [-5.3736, -0.5558, 3.1958], [-6.2205, -1.5002, 3.8260], [-1.7671, -0.5561, 1.6318], [-2.1784, 1.1435, 1.3329], [-2.8879, -0.0909, 0.3065], [-7.1868, -0.9963, 3.8040], [-5.9695, -1.5878, 4.8831], [-6.3199, -2.5037, 3.4125], [0.9495, 9.9739, 0.8138], [1.7044, 8.7605, 0.8481], [1.1778, 7.5944, 0.9559], [-0.0014, 7.2618, 0.9815], [2.2301, 6.7190, 0.9606], [1.9848, 5.3451, 0.9057], [0.2119, 9.8768, 0.0171], [1.4975, 10.8851, 0.5738], [0.3737, 10.3450, 1.6616], [2.9230, 4.7930, 0.9601], [1.5518, 5.0434, -0.0481], [1.2275, 5.1304, 1.6597], [-1.7033, -3.8310, 1.7045], [-1.8791, -5.2253, 2.1123], [-0.8044, -5.9411, 2.3947], [0.3656, -5.5494, 2.2174], [-1.2013, -7.1521, 2.8751], [-0.2917, -8.2043, 3.1362], [-2.6096, -3.4684, 1.2195], [-0.8418, -3.6544, 1.0606], [-1.5193, -3.2276, 2.5935], [0.5201, -7.9311, 3.8102], [0.2202, -8.4351, 2.2020], [-0.7944, -9.1202, 3.4468]], "total_charge": -1, "multiplicity": 1, "homo_ev": -8.2252, "lumo_energy_ev": 1.57}

[2]
{"formula": "C2F5NO3S", "method": "wB97M-V/def2-TZVPD", "symbols": ["C", "C", "N", "O", "O", "O", "F", "F", "F", "F", "F", "S"], "positions_angstrom": [[0.5267, 0.4997, 0.0393], [1.4557, -0.5955, -0.1521], [0.6171, 1.6386, 0.2839], [0.4916, 2.7559, 0.5785], [-1.9254, 1.0027, -0.6980], [-0.9798, -1.2893, -0.9688], [-1.0585, -0.2296, 1.2719], [2.6056, -0.2919, 0.4477], [1.0797, -1.7076, 0.3781], [1.9234, -0.8107, -1.4204], [-3.0576, -0.6657, 0.4819], [-1.6785, -0.3065, -0.2419]], "multiplicity": 1, "homo_ev": -11.0163, "e_above_lowest_kcal_mol": 20.8, "lumo_energy_ev": -0.60}

[3]
{"formula": "C28H24IrN3O2", "method": "wB97M-V/def2-TZVPD", "symbols": ["Ir", "O", "C", "C", "C", "C", "C", "C", "C", "N", "C", "C", "N", "C", "C", "C", "C", "C", "C", "C", "O", "H", "H", "H", "H", "H", "H", "H", "H", "H", "H", "H", "H", "H", "H", "C", "C", "C", "C", "C", "C", "N", "C", "C", "C", "C", "C", "C", "H", "H", "H", "H", "H", "H", "H", "H", "H", "H"], "positions_angstrom": [[0.0579, 0.0889, 0.0249], [-1.6058, -1.2658, 0.3444], [-2.8701, -1.2950, 0.2375], [-3.5279, -2.5633, 0.3413], [-4.8893, -2.6363, 0.2290], [-5.6400, -1.4662, 0.0107], [-5.0050, -0.2207, -0.0935], [-3.6405, -0.1119, 0.0131], [-3.0295, 1.2184, -0.0926], [-1.7842, 1.4716, -0.1147], [-1.4272, 2.8967, -0.1992], [-0.2647, 3.1088, 0.7320], [0.7940, 2.1961, 0.2797], [1.8708, 2.7535, -0.1299], [3.0346, 2.0817, -0.6666], [4.1108, 2.8599, -1.0818], [5.2630, 2.2734, -1.5684], [5.3492, 0.8702, -1.6385], [4.3055, 0.0808, -1.2232], [3.1173, 0.6730, -0.7236], [2.1533, -0.0911, -0.3085], [-2.9090, -3.4366, 0.5004], [-5.3935, -3.5917, 0.3020], [-6.7167, -1.5275, -0.0781], [-5.5980, 0.6707, -0.2667], [-3.7290, 2.0541, -0.1552], [-2.2664, 3.5404, 0.0659], [-1.1290, 3.1167, -1.2255], [-0.5452, 2.8497, 1.7541], [0.0647, 4.1484, 0.7200], [1.9496, 3.8400, -0.0508], [4.0357, 3.9408, -1.0183], [6.0919, 2.8920, -1.8841], [6.2532, 0.4111, -2.0200], [4.3472, -1.0012, -1.2545], [3.5285, -3.3968, 2.8583], [2.6096, -2.3968, 3.1693], [1.6957, -1.9712, 2.2233], [1.6542, -2.5709, 0.9623], [2.6174, -3.5419, 0.6385], [3.5415, -3.9521, 1.5839], [0.7363, -2.1004, 0.0262], [0.2378, -3.0016, -0.9235], [-0.0350, -4.3401, -0.6124], [-0.5828, -5.1823, -1.5692], [-0.8683, -4.7029, -2.8415], [-0.6402, -3.3624, -3.1414], [-0.1125, -2.5135, -2.1843], [4.2490, -3.7201, 3.5986], [2.6122, -1.9421, 4.1514], [0.9848, -1.1942, 2.4638], [2.6625, -3.9327, -0.3684], [4.2837, -4.6943, 1.3195], [0.1453, -4.7025, 0.3901], [-0.7940, -6.2133, -1.3147], [-1.2803, -5.3649, -3.5925], [-0.8717, -2.9787, -4.1268], [0.0763, -1.4742, -2.4171]], "total_charge": 1, "multiplicity": 6, "s2": 8.82, "homo_ev": [-10.7057, -10.2214], "e_above_lowest_kcal_mol": 19.9, "lumo_energy_ev": [-2.66, -5.33]}

[4]
{"formula": "C2H5N5", "method": "wB97M-V/def2-TZVPD", "symbols": ["H", "N", "C", "N", "N", "N", "N", "C", "H", "H", "H", "H"], "positions_angstrom": [[-0.6714, 2.2924, -0.2329], [0.3207, 2.2559, -0.1106], [0.7028, 1.0131, -0.0725], [2.0692, 0.5693, 0.2260], [2.0467, -0.6570, 0.1230], [0.8953, -1.1511, -0.2038], [-0.0841, -0.0969, -0.3809], [-1.3227, -0.5216, 0.2438], [1.0064, -1.9299, -0.8148], [-1.2616, -0.9749, 1.3190], [-1.8368, -1.2776, -0.4678], [-1.8644, 0.4784, 0.3715]], "multiplicity": 1, "smiles": "[H]/N=c1/nn[nH]n1C", "homo_ev": -9.0694, "e_above_lowest_kcal_mol": 86.6, "lumo_energy_ev": 0.54}

[5]
{"formula": "C11H14BN7PbS", "method": "wB97M-V/def2-TZVPD", "symbols": ["H", "N", "B", "N", "C", "Pb", "H", "C", "H", "C", "H", "C", "H", "H", "H", "N", "N", "N", "N", "C", "C", "H", "H", "C", "C", "C", "C", "H", "H", "H", "H", "H", "S", "C", "N"], "positions_angstrom": [[0.9858, 3.3836, 1.5454], [0.5810, 1.8135, 0.0909], [0.1650, 0.3573, -1.9991], [0.5595, 1.7442, -1.2704], [0.9206, 2.9438, -1.7796], [0.1098, -0.2055, 1.3308], [0.9646, 3.0191, -2.8496], [1.1460, 3.7850, -0.7034], [1.4499, 4.8134, -0.7498], [0.9204, 3.0859, 0.4977], [0.2295, 0.4896, -3.2127], [-0.6217, -2.0869, 2.2945], [-0.6225, -1.9729, 3.4347], [0.2645, -2.7024, 2.0412], [-1.6974, -2.1237, 1.9880], [-1.3269, -0.0547, -1.5701], [1.1964, -0.8005, -1.5267], [-1.6194, -0.2213, -0.2419], [1.3479, -1.0809, -0.2033], [-2.4458, -0.2469, -2.2976], [2.0567, -1.5709, -2.2160], [-2.3553, -0.1245, -3.3588], [2.0797, -1.4246, -3.2730], [-3.4611, -0.5616, -1.4076], [2.7119, -2.3764, -1.2997], [-2.9547, -0.5644, -0.0967], [2.2620, -2.1118, -0.0046], [-4.4815, -0.7775, -1.6547], [3.4623, -3.1103, -1.5054], [-3.4128, -0.7648, 0.8693], [2.4813, -2.5007, 0.9986], [-0.9083, 0.9145, 3.0157], [0.0322, 0.0170, 6.4850], [0.0086, 0.2355, 4.8959], [-0.0283, 0.7809, 3.7332]], "total_charge": 2, "multiplicity": 1, "homo_ev": -15.8655, "e_above_lowest_kcal_mol": 6.1, "lumo_energy_ev": -9.55}

[6]
{"formula": "C7H16N2", "method": "wB97M-V/def2-TZVPD", "symbols": ["H", "N", "C", "C", "C", "C", "C", "C", "C", "N", "H", "H", "H", "H", "H", "H", "H", "H", "H", "H", "H", "H", "H", "H", "H"], "positions_angstrom": [[2.2234, 2.4109, 0.7767], [1.3806, 1.8269, 0.8270], [1.3033, 0.9258, -0.0480], [2.2240, 0.8365, -1.2358], [0.0455, -0.3757, 0.1816], [0.5753, -1.1656, 1.3674], [-0.0402, -1.2159, -1.0796], [-1.0904, 0.5182, 0.4722], [-2.3641, -0.7363, 0.8260], [-1.5837, 1.3718, -0.5272], [2.6718, -0.1540, -1.3140], [1.6624, 1.0535, -2.1457], [3.0374, 1.5662, -1.1670], [1.6389, -1.3584, 1.2329], [0.4580, -0.6099, 2.2953], [0.0373, -2.1060, 1.4699], [-0.7516, -2.0301, -0.9518], [0.9261, -1.6731, -1.2872], [-0.3347, -0.6281, -1.9482], [-0.9642, 1.0542, 1.4105], [-2.7662, -1.0801, -0.1238], [-2.1091, -1.5756, 1.4648], [-3.1200, -0.1412, 1.3324], [-1.3430, 2.3425, -0.3960], [-1.7166, 0.9437, -1.4324]], "multiplicity": 1, "smiles": "[H]/N=C(\\C)C(C)(C)[C@H](C)N", "homo_ev": -8.1803, "e_above_lowest_kcal_mol": 53.0, "lumo_energy_ev": 0.83}

Number 1: E -135155.625 eV. Number 2: E -34124.002 eV. Number 3: E -40819.496 eV. Number 4: E -9602.264 eV. Number 5: E -38805.023 eV. Number 6: E -10496.957 eV.